No. 1
This record from OMol25 describes C37H51MoN4OP2 as an isolated structure in a non-equilibrium geometry. The level of theory is ωB97M-V/def2-TZVPD.

Values from the calculation:
Total charge: +3
Spin multiplicity: 3
E_HOMO (spin up / spin down), eV: -16.98 / -17.17

The geometry in XYZ format:
```
96
Properties=species:S:1:pos:R:3:lowdin_charge:R:1
C 0.110 2.523 1.812 -0.3033
C -2.033 1.638 1.481 -0.2996
C -0.394 3.504 2.664 0.0280
C -2.604 2.628 2.265 0.0188
C -1.768 3.583 2.858 0.0311
H 0.314 4.192 3.129 0.1436
H -3.689 2.655 2.380 0.1387
H -2.196 4.387 3.455 0.1418
N -0.689 1.538 1.346 -0.0048
P 1.751 1.727 -0.346 1.0557
P -2.159 -1.118 0.700 1.1524
C 1.548 2.518 1.328 -0.2250
H 1.941 3.549 1.331 0.0965
H 2.170 1.938 2.029 0.0946
C 0.795 -0.876 -1.752 -0.2359
O 1.205 -1.373 -2.739 0.1811
C -2.819 0.686 0.608 -0.2753
H -3.890 0.693 0.841 0.1159
C -3.277 -2.057 -0.528 -0.6388
C -2.478 -1.707 2.454 -0.6442
C 1.310 3.117 -1.550 -0.6381
C 3.597 1.308 -0.419 -0.6473
C -2.483 -2.191 -1.842 -0.0942
H -1.542 -2.737 -1.701 0.0594
H -3.100 -2.751 -2.562 0.1150
H -2.244 -1.216 -2.283 0.0556
C -3.600 -3.466 -0.017 -0.0668
H -2.694 -4.054 0.171 0.0863
H -4.227 -3.446 0.882 0.0821
H -4.172 -3.979 -0.805 0.1136
C -4.597 -1.319 -0.839 -0.0496
H -5.196 -1.983 -1.484 0.1168
H -5.196 -1.101 0.054 0.0827
H -4.428 -0.386 -1.395 0.0737
C -1.928 -3.145 2.628 -0.0689
H -1.098 -3.361 1.943 0.0519
H -1.535 -3.255 3.649 0.1020
H -2.703 -3.908 2.499 0.0857
C -1.691 -0.815 3.428 -0.0861
H -0.619 -0.805 3.191 0.0553
H -2.067 0.212 3.448 0.0699
H -1.811 -1.238 4.435 0.1127
C -3.996 -1.600 2.745 -0.0461
H -4.609 -1.161 1.941 0.0590
H -4.408 -2.593 2.975 0.0998
H -4.146 -0.962 3.631 0.1014
C 3.948 0.730 -1.807 -0.0662
H 4.914 0.211 -1.726 0.1128
H 3.213 0.005 -2.183 0.0567
H 4.074 1.520 -2.559 0.0807
C 3.944 0.257 0.643 -0.0949
H 3.705 0.595 1.657 0.0767
H 3.445 -0.701 0.467 0.0610
H 5.030 0.083 0.602 0.1124
C 4.471 2.555 -0.148 -0.0612
H 5.425 2.219 0.285 0.1081
H 4.718 3.081 -1.079 0.0853
H 4.025 3.260 0.569 0.0824
C -0.149 3.600 -1.365 -0.0618
H -0.202 4.657 -1.664 0.1103
H -0.842 3.045 -2.008 0.0584
H -0.513 3.525 -0.334 0.0668
C 1.466 2.561 -2.975 -0.0713
H 0.893 1.634 -3.128 0.0684
H 1.090 3.320 -3.675 0.1141
H 2.510 2.367 -3.240 0.0705
C 2.239 4.321 -1.323 -0.0620
H 2.194 4.686 -0.287 0.0870
H 3.279 4.104 -1.591 0.0693
H 1.910 5.138 -1.981 0.1131
Mo 0.054 -0.036 -0.163 1.2743
N -1.343 0.779 -1.290 -0.0113
C -2.518 1.112 -0.841 -0.3237
C -3.462 1.927 -1.615 -0.2011
C -3.329 1.925 -3.016 -0.0129
C -4.465 2.692 -0.985 0.0038
C -4.286 2.573 -3.792 -0.0201
H -2.493 1.389 -3.467 0.1207
C -5.394 3.372 -1.771 -0.0205
H -4.491 2.744 0.107 0.1084
C -5.318 3.295 -3.170 -0.0019
H -4.227 2.519 -4.879 0.1277
H -6.176 3.956 -1.280 0.1291
H -6.067 3.812 -3.774 0.1332
N 1.194 -6.553 -0.139 0.2269
C 1.401 -5.478 0.281 -0.1276
C 1.618 -4.147 0.817 -0.1691
C 2.586 -3.912 1.794 0.0583
C 2.601 -2.680 2.429 0.0080
C 1.684 -1.704 2.039 -0.1299
N 0.931 -1.860 0.920 -0.1066
C 0.859 -3.083 0.338 -0.0961
H 3.295 -4.693 2.048 0.1528
H 3.314 -2.429 3.210 0.1394
H 1.626 -0.731 2.544 0.1163
H 0.216 -3.187 -0.537 0.1081
```

=====

No. 2
This record from OMol25 describes C21H31BNO3 as an isolated structure in a non-equilibrium geometry. The level of theory is ωB97M-V/def2-TZVPD.

Values from the calculation:
Total charge: +1
E_HOMO, eV: -10.66
ΔE to the lowest compared entry with this formula, charge and spin, kcal/mol: 14.54

The geometry in XYZ format:
```
57
Properties=species:S:1:pos:R:3:lowdin_charge:R:1
C 2.572 2.288 0.096 -0.0511
C 2.064 0.972 0.656 -0.2261
C 1.934 -0.161 -0.463 -0.0651
C 2.333 -1.434 -0.056 -0.2221
C 2.903 -1.717 1.304 -0.0344
C 2.256 -2.495 -0.958 -0.0076
C 1.774 -2.345 -2.256 -0.2685
C 1.596 -3.504 -3.185 -0.0519
C 1.571 -1.040 -2.690 -0.0153
C 1.707 0.055 -1.841 -0.2097
C 1.657 1.387 -2.510 -0.0535
H 3.511 2.185 -0.454 0.0979
H 1.819 2.669 -0.604 0.0643
H 2.747 2.931 0.965 0.0983
H 2.860 0.522 1.285 0.1269
H 3.386 -2.698 1.205 0.0830
H 3.667 -0.988 1.618 0.0892
H 2.141 -1.782 2.088 0.0853
H 2.600 -3.468 -0.609 0.1180
H 0.756 -3.365 -3.875 0.0791
H 2.490 -3.654 -3.811 0.0922
H 1.456 -4.429 -2.620 0.0775
H 1.342 -0.836 -3.732 0.1173
H 1.517 1.215 -3.580 0.0827
H 0.801 1.980 -2.193 0.0651
H 2.586 1.944 -2.376 0.0832
C -0.752 0.271 4.522 -0.0295
C -0.362 0.939 3.304 -0.3331
C -0.582 2.256 2.922 -0.0129
C 0.204 2.383 1.694 -0.0298
C 1.019 1.276 1.594 -0.2540
B -1.510 0.197 -0.561 -0.7957
O -0.775 -0.892 -0.256 0.1699
C -1.667 -1.900 0.265 -0.0602
C -3.023 -1.253 0.530 0.0044
N -2.908 0.126 -0.083 -0.0981
C -3.319 1.232 0.828 0.0678
C -3.306 0.425 -1.507 0.0016
C -2.312 1.531 -1.999 -0.0495
O -1.095 1.326 -1.238 0.1145
O 0.477 0.301 2.391 0.0627
H -1.187 1.047 5.179 0.1030
H -1.527 -0.485 4.388 0.0764
H 0.048 -0.247 5.047 0.0933
H -1.051 3.098 3.498 0.1325
H 0.045 3.192 0.941 0.1316
H -1.706 -2.667 -0.515 0.1438
H -1.157 -2.314 1.132 0.1449
H -3.861 -1.803 0.102 0.1481
H -3.199 -1.093 1.608 0.1421
H -4.375 1.454 0.620 0.1214
H -3.198 0.903 1.868 0.1089
H -2.685 2.134 0.668 0.1264
H -3.295 -0.522 -2.081 0.1709
H -4.307 0.867 -1.443 0.1491
H -2.019 1.433 -3.047 0.1508
H -2.659 2.548 -1.773 0.1441
```